1.
C4H7NO2S | ωB97M-V/def2-TZVPD

Output
Largest force on an atom   0.0706 Eh/bohr
SMILES   N[C@H]1CO[C@@H]1C(=O)S
HOMO   -9.59 eV
Energy above the lowest of the compared OMol25 structures with the same formula, charge and spin   58.9 kcal/mol
E_tot   -759.9827 hartree

```
! RIJCOSX wB97M-V def2-TZVPD def2/J DEFGRID3
* xyz 0 1
N 0.655 -0.202 2.695
C -0.021 -0.502 1.488
C -1.503 0.053 1.281
O -1.025 1.082 0.302
C 0.359 0.551 0.362
C 0.830 -0.065 -0.952
O 1.910 -0.477 -1.070
S -0.405 -0.153 -2.231
H 0.012 -0.111 3.511
H 1.217 -0.993 2.980
H 0.067 -1.566 1.172
H -2.168 -0.720 0.825
H -2.060 0.423 2.181
H 1.025 1.330 0.703
H -1.280 0.439 -1.470
*
```

***

2.
C15H60N30O15 | ωB97M-V/def2-TZVPD

Output
Largest force on an atom   0.1524 Eh/bohr
HOMO   -9.35 eV
Energy above the lowest of the compared OMol25 structures with the same formula, charge and spin   343.4 kcal/mol
E_tot   -3379.0142 hartree

```
! RIJCOSX wB97M-V def2-TZVPD def2/J DEFGRID3
* xyz 0 1
C 6.528 1.886 5.130
O 7.558 2.142 5.659
N 6.521 1.665 3.838
N 5.334 1.858 5.589
H 5.715 1.128 3.552
H 7.448 1.784 3.455
H 4.627 1.674 4.892
H 5.115 1.517 6.514
C 2.077 -4.575 -6.800
O 1.505 -4.220 -7.838
N 2.977 -3.881 -6.130
N 1.956 -5.790 -6.384
H 3.692 -4.213 -5.499
H 3.125 -2.975 -6.551
H 2.506 -6.019 -5.568
H 1.242 -6.380 -6.786
C 5.626 2.834 -3.449
O 6.393 2.967 -2.573
N 4.561 3.488 -3.673
N 5.770 1.885 -4.398
H 3.931 3.897 -2.998
H 4.371 3.483 -4.665
H 5.239 2.172 -5.208
H 6.482 1.182 -4.261
C -5.270 7.011 4.017
O -5.575 6.735 2.861
N -4.352 6.485 4.689
N -5.973 7.851 4.809
H -4.245 6.610 5.686
H -3.772 5.814 4.205
H -5.744 7.856 5.793
H -6.481 8.540 4.273
C 2.095 6.645 1.819
O 1.429 6.003 1.083
N 1.643 7.343 2.828
N 3.456 6.581 1.865
H 0.634 7.343 2.857
H 2.200 7.835 3.513
H 4.020 5.980 1.281
H 3.943 7.127 2.560
C -4.164 0.619 6.690
O -3.151 0.628 6.093
N -4.366 0.117 7.899
N -5.280 1.222 6.412
H -3.738 -0.426 8.475
H -5.253 0.304 8.346
H -6.077 1.007 6.993
H -5.401 1.836 5.620
C 0.359 -5.816 6.071
O 0.453 -6.615 5.229
N 0.589 -4.577 5.981
N -0.249 -6.085 7.227
H 0.817 -4.241 5.056
H 0.412 -3.973 6.771
H -0.331 -7.072 7.424
H -0.099 -5.508 8.042
C 1.853 1.825 -9.950
O 3.015 1.498 -9.764
N 0.760 1.333 -9.438
N 1.534 2.831 -10.710
H 0.850 0.466 -8.927
H -0.098 1.746 -9.775
H 2.141 3.466 -11.207
H 0.546 3.025 -10.786
C -4.148 -1.849 -5.819
O -3.784 -0.982 -5.036
N -4.464 -1.530 -7.002
N -4.342 -3.089 -5.468
H -4.974 -2.179 -7.585
H -4.238 -0.569 -7.213
H -4.934 -3.601 -6.107
H -4.234 -3.462 -4.535
C -7.838 1.713 -0.281
O -8.182 0.598 -0.626
N -6.554 2.031 -0.375
N -8.593 2.540 0.337
H -6.387 2.996 -0.129
H -5.976 1.203 -0.370
H -8.251 3.486 0.421
H -9.550 2.218 0.338
C -2.973 6.607 -5.007
O -3.775 6.380 -5.960
N -2.442 5.787 -4.178
N -2.604 7.786 -4.750
H -2.549 4.792 -4.317
H -1.792 6.155 -3.498
H -1.963 7.948 -3.987
H -2.963 8.475 -5.394
C 4.414 -7.278 -0.714
O 5.053 -6.615 -1.511
N 4.729 -8.512 -0.558
N 3.389 -6.847 -0.003
H 4.117 -9.103 -0.013
H 5.550 -8.866 -1.027
H 3.002 -7.416 0.737
H 3.115 -5.875 0.036
C 0.660 -0.546 -0.240
O 1.486 -0.770 0.623
N -0.490 -0.050 -0.009
N 0.713 -0.912 -1.461
H -1.142 0.126 -0.760
H -0.621 0.464 0.850
H 0.072 -0.506 -2.128
H 1.508 -1.210 -2.009
C -5.859 -4.919 2.827
O -6.928 -4.619 3.329
N -5.364 -4.205 1.910
N -5.093 -5.939 3.091
H -4.372 -4.014 1.899
H -6.079 -3.610 1.518
H -5.336 -6.681 3.732
H -4.236 -6.015 2.561
C 7.660 -4.513 5.044
O 7.589 -4.403 6.284
N 6.936 -3.912 4.153
N 8.484 -5.346 4.481
H 7.107 -4.042 3.167
H 6.192 -3.312 4.480
H 9.280 -5.677 5.006
H 8.548 -5.208 3.483
*
```

***

3.
C31H29N4O8P2PtS | ωB97M-V/def2-TZVPD

Output
Largest force on an atom   0.0108 Eh/bohr
HOMO (alpha / beta)   -11.49 / -11.49 eV
E_tot   -3219.8254 hartree

```
! RIJCOSX wB97M-V def2-TZVPD def2/J DEFGRID3
* xyz 1 1
Pt -0.186 -1.809 1.089
C 0.298 -2.434 -4.499
C -0.666 -2.844 -3.585
C -0.469 -2.676 -2.227
C 0.733 -2.132 -1.764
C 1.685 -1.679 -2.689
C 1.461 -1.826 -4.044
N 0.972 -1.955 -0.379
C 2.323 -1.814 0.060
C 3.415 -2.453 -0.507
C 4.675 -2.216 0.025
C 4.856 -1.356 1.104
C 3.768 -0.750 1.710
C 2.513 -1.016 1.197
N 1.296 -0.618 1.772
N 1.190 0.198 2.689
C -0.166 0.437 2.998
C -0.510 1.242 4.059
C -1.863 1.437 4.306
C -2.797 0.861 3.465
C -2.362 0.065 2.411
N -1.074 -0.143 2.205
H 0.133 -2.566 -5.560
H -1.585 -3.298 -3.931
H -1.222 -2.991 -1.526
H 2.577 -1.168 -2.360
H 2.196 -1.455 -4.747
H 3.279 -3.143 -1.327
H 5.529 -2.722 -0.403
H 5.848 -1.197 1.503
H 3.873 -0.135 2.593
H 0.268 1.693 4.658
H -2.182 2.042 5.143
H -3.857 0.996 3.623
H -3.050 -0.437 1.745
O -0.861 -4.387 4.420
P 0.017 -3.550 3.411
O 1.318 -3.074 3.892
O -0.983 -2.498 2.870
O 0.233 -4.523 2.125
P -0.796 -4.764 0.897
O 0.262 -5.102 -0.263
O -1.787 -5.807 1.119
O -1.326 -3.349 0.486
H -0.344 -4.962 4.997
H 0.296 -6.054 -0.421
O -0.950 0.501 -0.613
S -1.865 0.962 -1.705
C -0.825 1.199 -3.183
C 0.324 2.152 -3.023
C 0.430 3.252 -3.868
C 1.483 4.148 -3.739
C 2.438 3.960 -2.752
C 2.336 2.870 -1.898
C 1.291 1.969 -2.032
C -2.243 2.723 -1.411
C -2.553 3.001 0.028
C -1.514 3.252 0.923
C -1.790 3.599 2.236
C -3.106 3.679 2.674
C -4.144 3.395 1.800
C -3.867 3.058 0.481
H -1.504 1.524 -3.975
H -0.499 0.185 -3.423
H -0.316 3.410 -4.638
H 1.553 4.995 -4.408
H 3.257 4.659 -2.648
H 3.078 2.722 -1.122
H 1.198 1.133 -1.355
H -3.104 2.928 -2.050
H -1.394 3.319 -1.746
H -0.490 3.208 0.571
H -0.978 3.829 2.914
H -3.322 3.974 3.694
H -5.172 3.463 2.133
H -4.680 2.866 -0.208
*
```

***

4.
C7H10ClFN2O4 | ωB97M-V/def2-TZVPD

Output
Largest force on an atom   0.0721 Eh/bohr
SMILES   CC[C@H](OCCOF)C(Cl)=C=N[N+](=O)[O-]
HOMO (alpha / beta)   -8.45 / -8.45 eV
Energy above the lowest of the compared OMol25 structures with the same formula, charge and spin   48.6 kcal/mol
E_tot   -1242.8577 hartree

```
! RIJCOSX wB97M-V def2-TZVPD def2/J DEFGRID3
* xyz 0 1
C -1.893 2.122 -1.822
C -0.922 2.003 -0.648
C 0.064 0.822 -0.738
O -0.665 -0.414 -0.788
C 0.129 -1.469 -1.380
C 1.019 -2.226 -0.357
O 1.135 -3.558 -0.664
F -0.146 -4.210 -0.494
C 1.106 0.776 0.373
Cl 2.643 1.283 -0.005
C 0.751 0.489 1.648
N 0.675 0.149 2.811
N 0.279 -0.110 4.314
O -0.869 -0.250 4.532
O 1.250 -0.298 4.932
H -1.373 2.311 -2.821
H -2.490 2.952 -1.573
H -2.521 1.240 -1.888
H -0.355 2.957 -0.489
H -1.460 1.788 0.195
H 0.761 0.817 -1.622
H -0.567 -2.309 -1.713
H 0.639 -0.884 -2.084
H 0.762 -2.119 0.718
H 2.049 -1.860 -0.435
*
```

***

5.
C21H26Cl2N2OSi2V | ωB97M-V/def2-TZVPD

Output
Largest force on an atom   0.0087 Eh/bohr
HOMO (alpha / beta)   -11.29 / -11.31 eV
Energy above the lowest of the compared OMol25 structures with the same formula, charge and spin   0.0 kcal/mol
E_tot   -3443.8729 hartree

```
! RIJCOSX wB97M-V def2-TZVPD def2/J DEFGRID3
* xyz 1 3
V -0.913 -0.246 -0.291
Cl -4.625 -0.108 2.774
C -4.187 1.053 1.589
C -5.027 2.165 1.367
C -4.702 3.114 0.446
Cl -5.738 4.473 0.207
C -3.513 2.995 -0.323
C -3.081 3.916 -1.295
C -1.911 3.695 -1.978
C -1.172 2.541 -1.713
N -1.547 1.651 -0.809
C -2.700 1.869 -0.093
C -3.018 0.894 0.888
O -2.169 -0.126 1.067
H -5.934 2.255 1.948
H -3.678 4.796 -1.492
H -1.557 4.391 -2.724
H -0.251 2.337 -2.244
C 2.215 0.892 -2.098
Si 2.268 0.583 -0.240
C 4.022 0.131 0.223
C 1.784 2.130 0.703
C 1.020 -0.788 0.113
C 0.858 -1.757 -1.015
C 1.792 -2.678 -1.485
C 1.444 -3.518 -2.525
C 0.175 -3.439 -3.099
C -0.705 -2.505 -2.613
N -0.365 -1.687 -1.605
Si 1.039 -1.666 1.799
C 0.887 -0.377 3.139
C -0.426 -2.840 1.813
C 2.584 -2.689 2.056
H 2.613 1.880 -2.342
H 1.214 0.818 -2.535
H 2.834 0.159 -2.622
H 4.703 0.906 -0.139
H 4.338 -0.815 -0.221
H 4.154 0.059 1.303
H 2.382 2.977 0.357
H 1.973 2.014 1.771
H 0.732 2.399 0.587
H 2.769 -2.726 -1.025
H 2.157 -4.244 -2.893
H -0.118 -4.090 -3.909
H -1.701 -2.387 -3.019
H 0.032 0.283 2.981
H 1.787 0.236 3.215
H 0.748 -0.869 4.105
H -1.394 -2.345 1.696
H -0.460 -3.358 2.774
H -0.333 -3.607 1.040
H 3.494 -2.089 2.048
H 2.688 -3.478 1.309
H 2.520 -3.180 3.030
*
```

***

6.
C34H60N8O2 | ωB97M-V/def2-TZVPD

Output
Largest force on an atom   0.0426 Eh/bohr
SMILES   c1cc[nH]c1.c1cc[nH]c1.COCCNCCOC.CCCC#N.CCCC#N.CCCC#N.CCCC#N.CCCC#N
HOMO   -8.09 eV
Energy above the lowest of the compared OMol25 structures with the same formula, charge and spin   62.0 kcal/mol
E_tot   -1919.8964 hartree

```
! RIJCOSX wB97M-V def2-TZVPD def2/J DEFGRID3
* xyz 0 1
C 0.710 -1.062 1.158
C 0.984 -2.448 1.070
C 2.227 -2.564 0.485
N 2.547 -1.342 -0.036
C 1.616 -0.407 0.345
H -0.146 -0.571 1.595
H 0.480 -3.269 1.556
H 2.929 -3.376 0.401
H 3.453 -1.181 -0.432
H 1.843 0.634 0.192
C 2.289 -5.307 5.425
C 1.570 -5.346 6.624
C 1.227 -4.043 6.970
N 1.665 -3.271 5.934
C 2.296 -3.989 4.979
H 2.850 -6.057 4.890
H 1.387 -6.260 7.168
H 0.753 -3.685 7.865
H 1.292 -2.336 5.895
H 2.649 -3.603 4.040
C -0.315 1.434 -1.845
O -0.570 2.242 -2.969
C -1.233 3.455 -2.707
C -1.403 4.114 -4.071
N -1.913 5.482 -3.971
C -2.189 6.057 -5.308
C -2.057 7.569 -5.205
O -0.685 7.853 -4.993
C -0.475 9.247 -4.793
H 0.203 2.040 -1.091
H 0.397 0.680 -2.180
H -1.219 0.964 -1.441
H -0.722 4.068 -1.959
H -2.257 3.277 -2.352
H -2.128 3.603 -4.707
H -0.444 4.123 -4.608
H -1.246 6.091 -3.513
H -3.165 5.687 -5.616
H -1.421 5.665 -5.987
H -2.602 7.859 -4.302
H -2.375 8.018 -6.149
H 0.590 9.399 -4.646
H -1.071 9.614 -3.955
H -0.762 9.747 -5.725
C 1.940 -3.770 -2.653
C 3.254 -3.647 -3.410
C 4.109 -4.901 -3.458
C 5.455 -4.647 -3.981
N 6.526 -4.456 -4.338
H 1.977 -4.145 -1.634
H 1.224 -4.395 -3.200
H 1.349 -2.851 -2.638
H 3.861 -2.805 -3.067
H 2.992 -3.291 -4.414
H 3.669 -5.837 -3.797
H 4.236 -5.137 -2.389
C -1.614 -3.014 4.742
C -3.009 -2.406 4.711
C -4.050 -3.079 5.633
C -4.024 -4.525 5.690
N -4.045 -5.671 5.723
H -1.653 -4.104 4.673
H -1.077 -2.781 5.663
H -0.965 -2.704 3.924
H -3.327 -2.557 3.675
H -3.055 -1.340 4.914
H -5.038 -2.788 5.266
H -3.963 -2.641 6.629
C -2.975 -0.725 0.423
C -4.091 -1.577 1.013
C -4.996 -0.746 1.898
C -5.786 0.287 1.192
N -6.350 1.131 0.652
H -2.249 -1.284 -0.166
H -2.427 -0.107 1.139
H -3.393 0.002 -0.286
H -3.627 -2.357 1.618
H -4.612 -2.044 0.177
H -4.342 -0.147 2.545
H -5.743 -1.151 2.587
C 6.335 -1.570 -1.912
C 6.368 -0.886 -3.275
C 5.601 0.452 -3.257
C 4.178 0.265 -2.982
N 3.045 0.185 -2.801
H 6.767 -2.571 -1.965
H 5.293 -1.673 -1.607
H 6.920 -1.073 -1.138
H 5.878 -1.502 -4.030
H 7.386 -0.739 -3.633
H 5.593 0.963 -4.224
H 5.987 1.154 -2.516
C -1.226 2.983 1.429
C -2.752 3.136 1.478
C -3.323 3.094 2.895
C -2.873 1.877 3.609
N -2.475 0.931 4.123
H -0.954 1.982 1.774
H -0.758 3.599 2.200
H -0.920 3.190 0.412
H -3.304 2.446 0.837
H -3.040 4.113 1.076
H -4.414 3.064 2.952
H -3.056 3.983 3.469
*
```